{
  "formula": "C27H45Cl4MnO2P",
  "method": "ωB97M-V/def2-TZVPD",
  "symbols": ["Mn", "P", "Cl", "C", "H", "H", "C", "C", "C", "H", "C", "H", "H", "C", "H", "H", "C", "H", "H", "C", "H", "H", "H", "H", "C", "C", "H", "C", "H", "H", "C", "H", "H", "C", "H", "H", "C", "H", "H", "H", "H", "C", "H", "C", "H", "H", "C", "H", "H", "C", "H", "H", "C", "H", "H", "H", "H", "C", "C", "H", "C", "H", "C", "H", "H", "C", "H", "H", "C", "H", "H", "H", "H", "Cl", "C", "Cl", "Cl", "C", "O", "O"],
  "positions_angstrom": [[0.413, 0.266, -0.051], [0.002, 0.505, -2.193], [2.431, 0.986, 0.496], [-0.621, 1.377, 0.872], [-0.151, 2.127, 1.546], [-1.646, 1.598, 0.524], [1.305, -0.499, -3.096], [0.086, 2.302, -2.696], [2.720, 0.075, -2.946], [1.281, -1.470, -2.567], [3.769, -0.950, -3.414], [2.836, 0.991, -3.546], [2.936, 0.364, -1.907], [3.522, -1.472, -4.840], [4.768, -0.500, -3.351], [3.758, -1.798, -2.716], [2.057, -1.827, -5.109], [3.826, -0.696, -5.552], [4.162, -2.346, -5.028], [1.047, -0.795, -4.578], [1.903, -1.981, -6.184], [1.848, -2.789, -4.627], [1.128, 0.120, -5.183], [0.033, -1.174, -4.750], [-1.659, -0.179, -2.692], [0.540, 2.534, -4.137], [-0.964, 2.632, -2.599], [0.457, 4.018, -4.520], [1.582, 2.201, -4.243], [-0.061, 1.944, -4.843], [1.178, 4.939, -3.529], [0.872, 4.154, -5.524], [-0.598, 4.311, -4.580], [0.820, 4.643, -2.069], [2.261, 4.820, -3.661], [0.939, 5.983, -3.760], [0.929, 3.149, -1.731], [1.464, 5.218, -1.395], [-0.210, 4.971, -1.873], [1.983, 2.831, -1.800], [0.604, 2.984, -0.693], [-1.705, -1.716, -2.644], [-2.334, 0.198, -1.903], [-3.109, -2.239, -2.983], [-0.980, -2.142, -3.356], [-1.410, -2.079, -1.647], [-3.653, -1.693, -4.309], [-3.094, -3.332, -3.016], [-3.800, -1.957, -2.177], [-3.551, -0.170, -4.389], [-3.092, -2.141, -5.140], [-4.696, -2.006, -4.443], [-2.164, 0.378, -4.027], [-3.813, 0.158, -5.396], [-4.296, 0.275, -3.719], [-1.462, 0.125, -4.836], [-2.219, 1.475, -3.988], [0.221, -1.424, 0.733], [-0.351, -0.333, 1.583], [1.366, -1.404, 0.480], [-1.779, -0.632, 2.109], [0.295, -0.141, 2.468], [-1.553, -1.975, 2.792], [-2.191, 0.130, 2.801], [-2.532, -0.705, 1.313], [-1.506, -2.995, 1.670], [-0.587, -1.919, 3.350], [-2.422, -2.178, 3.441], [-0.338, -2.737, 0.840], [-1.428, -3.965, 2.147], [-2.435, -2.973, 1.103], [1.797, -3.312, 2.891], [-0.005, -3.585, 0.287], [3.879, -1.870, 5.692], [3.699, -1.097, 4.114], [2.394, 0.137, 4.059], [5.271, -0.482, 3.639], [3.245, -2.129, 3.062], [3.637, -2.169, 1.919], [2.313, -2.938, 3.639]],
  "e_tot_ev": -123519.720,
  "orbital_gap_ev": [7.544, 6.699],
  "total_charge": 0,
  "e_lumo_ha": [0.014, 0.004],
  "multiplicity": 4,
  "s_squared": 3.98
}

{
  "formula": "C6H12N2",
  "method": "ωB97M-V/def2-TZVPD",
  "symbols": ["C", "C", "C", "C", "C", "C", "N", "N", "H", "H", "H", "H", "H", "H", "H", "H", "H", "H", "H", "H"],
  "positions_angstrom": [[1.390, -1.652, -0.357], [-1.392, 0.168, -1.301], [-1.663, 0.023, 1.224], [0.557, 0.828, 0.085], [0.949, -0.479, 0.474], [-0.723, 0.197, 0.064], [1.132, 1.843, -0.567], [1.165, -0.388, 1.830], [2.134, 1.853, -0.691], [0.615, 2.695, -0.729], [1.766, 0.413, 2.027], [1.096, -2.569, 0.160], [0.950, -1.651, -1.356], [2.480, -1.670, -0.451], [-0.678, 0.248, -2.123], [-1.944, -0.768, -1.421], [-2.330, -0.824, 1.042], [-2.114, 0.986, -1.407], [-2.289, 0.913, 1.359], [-1.099, -0.168, 2.137]],
  "e_tot_ev": -9392.970,
  "orbital_gap_ev": 7.905,
  "total_charge": 0,
  "e_lumo_ha": 0.020,
  "relative_energy_kcal_mol": 89.5
}

{
  "formula": "C25H53BF7N8O7",
  "method": "ωB97M-V/def2-TZVPD",
  "symbols": ["C", "C", "O", "C", "C", "O", "N", "N", "C", "C", "C", "C", "C", "N", "N", "C", "N", "B", "N", "O", "C", "F", "F", "C", "F", "F", "C", "F", "F", "F", "H", "H", "H", "H", "H", "H", "H", "H", "H", "H", "H", "H", "H", "H", "H", "H", "H", "H", "H", "H", "H", "H", "H", "C", "O", "C", "C", "N", "C", "C", "O", "C", "H", "H", "H", "H", "H", "H", "H", "H", "H", "H", "H", "H", "H", "H", "H", "C", "O", "C", "C", "N", "C", "C", "O", "C", "H", "H", "H", "H", "H", "H", "H", "H", "H", "H", "H", "H", "H", "H", "H"],
  "positions_angstrom": [[2.046, -3.807, -0.994], [1.310, -3.755, 0.340], [1.986, -3.006, 1.343], [2.131, -1.644, 1.067], [0.830, -0.860, 1.047], [0.207, -0.854, -0.286], [-0.532, 0.260, -0.498], [-1.684, 0.472, 0.190], [-2.207, 1.625, -0.241], [-3.463, 2.182, 0.286], [-4.574, 2.192, -0.818], [-5.904, 1.583, -0.335], [-6.234, 0.243, -1.020], [-7.122, 0.477, -2.165], [-1.424, 2.136, -1.192], [-0.405, 1.300, -1.357], [0.596, 1.399, -2.243], [1.776, 0.426, -2.409], [3.028, 0.575, -1.709], [1.616, -0.586, -3.293], [0.613, 2.539, -3.125], [-0.484, 2.612, -3.875], [1.663, 2.313, -3.952], [0.854, 3.910, -2.397], [1.317, 3.681, -1.154], [-0.294, 4.589, -2.318], [1.888, 4.831, -3.113], [3.115, 4.333, -2.979], [1.589, 4.989, -4.389], [1.855, 6.019, -2.513], [3.093, -4.056, -0.809], [2.041, -2.830, -1.485], [1.619, -4.556, -1.655], [1.237, -4.766, 0.739], [0.277, -3.406, 0.211], [2.728, -1.226, 1.881], [2.701, -1.480, 0.148], [1.012, 0.168, 1.367], [0.111, -1.296, 1.743], [-2.110, -0.123, 0.887], [-3.802, 1.519, 1.087], [-3.316, 3.168, 0.720], [-4.703, 3.216, -1.162], [-4.201, 1.637, -1.681], [-5.894, 1.417, 0.744], [-6.702, 2.296, -0.542], [-5.327, -0.253, -1.369], [-6.691, -0.416, -0.269], [-7.216, -0.359, -2.727], [-8.033, 0.739, -1.811], [3.447, 1.496, -1.786], [2.990, 0.287, -0.743], [0.696, -0.856, -3.410], [5.342, -0.589, -4.057], [5.919, -1.517, -4.948], [7.340, -1.590, -4.902], [7.784, -2.881, -4.247], [7.469, -2.872, -2.823], [7.610, -4.156, -2.142], [6.728, -5.314, -2.595], [5.349, -5.147, -2.307], [4.619, -4.387, -3.251], [4.287, -0.507, -4.314], [5.410, -0.924, -3.016], [5.805, 0.399, -4.144], [7.763, -0.724, -4.385], [7.699, -1.574, -5.934], [8.865, -2.995, -4.371], [7.295, -3.704, -4.784], [6.519, -2.550, -2.699], [7.402, -3.982, -1.083], [8.657, -4.469, -2.210], [7.040, -6.197, -2.032], [6.866, -5.557, -3.656], [4.998, -4.526, -4.267], [4.622, -3.320, -3.008], [3.584, -4.732, -3.219], [-3.479, 0.202, 7.792], [-4.837, 0.434, 7.474], [-5.329, 1.710, 7.868], [-5.608, 2.584, 6.664], [-4.373, 2.977, 5.994], [-4.556, 3.611, 4.694], [-5.241, 2.815, 3.588], [-4.483, 1.714, 3.095], [-4.578, 0.523, 3.864], [-3.283, -0.857, 7.629], [-2.799, 0.784, 7.158], [-3.269, 0.437, 8.839], [-4.637, 2.199, 8.559], [-6.271, 1.544, 8.397], [-6.135, 3.484, 6.992], [-6.282, 2.022, 6.005], [-3.786, 2.161, 5.882], [-3.566, 3.899, 4.332], [-5.119, 4.538, 4.840], [-5.365, 3.488, 2.735], [-6.245, 2.481, 3.867], [-5.562, 0.410, 4.321], [-3.809, 0.479, 4.639], [-4.414, -0.321, 3.188]],
  "e_tot_ev": -72728.202,
  "orbital_gap_ev": 7.435,
  "total_charge": 1,
  "e_lumo_ha": -0.099
}

{
  "formula": "C5H13N",
  "method": "ωB97M-V/def2-TZVPD",
  "symbols": ["C", "C", "C", "C", "N", "C", "H", "H", "H", "H", "H", "H", "H", "H", "H", "H", "H", "H", "H"],
  "positions_angstrom": [[0.537, -2.052, -1.452], [-0.842, -1.497, -1.059], [-0.847, -0.003, -0.738], [-0.112, 0.340, 0.543], [-0.181, 1.774, 0.846], [0.885, 2.207, 1.749], [0.657, -2.296, -2.511], [0.757, -2.959, -0.895], [1.325, -1.343, -1.196], [-1.556, -1.697, -1.861], [-1.241, -2.052, -0.211], [-0.416, 0.540, -1.579], [-1.882, 0.352, -0.660], [-0.498, -0.269, 1.379], [0.937, 0.056, 0.446], [-1.069, 1.931, 1.310], [0.577, 3.076, 2.322], [1.209, 1.397, 2.411], [1.760, 2.494, 1.157]],
  "e_tot_ev": -6885.561,
  "orbital_gap_ev": 10.024,
  "total_charge": 0,
  "e_lumo_ha": 0.044,
  "relative_energy_kcal_mol": 14.7,
  "smiles": "CCCCNC"
}

{
  "formula": "C3H5NO2S",
  "method": "ωB97M-V/def2-TZVPD",
  "symbols": ["C", "C", "C", "N", "O", "O", "S", "H", "H", "H", "H", "H"],
  "positions_angstrom": [[0.511, 0.102, -0.342], [-1.809, -0.771, -0.461], [1.938, -0.074, -0.231], [2.683, 0.247, 0.770], [0.385, 1.160, -0.936], [-0.396, -0.854, -0.036], [-2.873, 0.354, 0.603], [-1.771, -0.438, -1.434], [-2.284, -1.733, -0.393], [2.503, 0.382, 1.831], [3.659, 0.132, 0.562], [-2.547, 1.492, 0.066]],
  "e_tot_ev": -19609.506,
  "orbital_gap_ev": 9.257,
  "total_charge": 0,
  "e_lumo_ha": 0.026,
  "relative_energy_kcal_mol": 69.3
}

{
  "formula": "C25H15CrIN8O2S2",
  "method": "ωB97M-V/def2-TZVPD",
  "symbols": ["Cr", "O", "C", "N", "C", "C", "C", "C", "C", "C", "N", "C", "O", "C", "C", "C", "C", "C", "N", "C", "C", "C", "C", "C", "N", "H", "H", "H", "H", "H", "H", "H", "H", "H", "H", "H", "H", "S", "C", "C", "N", "C", "S", "C", "N", "I", "C", "C", "N", "N", "C", "H", "H", "H"],
  "positions_angstrom": [[-0.521, 0.360, -0.074], [-3.017, -1.967, -2.334], [-2.287, -1.120, -1.836], [-1.856, -1.015, -0.566], [-1.692, -2.179, 0.218], [-2.708, -3.053, 0.554], [-2.432, -4.138, 1.380], [-1.144, -4.328, 1.850], [-0.110, -3.462, 1.501], [-0.367, -2.374, 0.667], [0.548, -1.397, 0.204], [1.873, -1.575, 0.344], [2.457, -2.438, 1.003], [2.761, -0.605, -0.414], [3.989, -0.267, 0.151], [4.835, 0.572, -0.546], [4.447, 1.017, -1.802], [3.218, 0.608, -2.287], [2.377, -0.174, -1.612], [-1.664, -0.053, -2.707], [-2.048, 0.129, -4.024], [-1.377, 1.072, -4.782], [-0.346, 1.795, -4.199], [-0.022, 1.553, -2.877], [-0.664, 0.638, -2.153], [-3.702, -2.875, 0.167], [-3.224, -4.824, 1.655], [-0.926, -5.165, 2.503], [0.889, -3.626, 1.865], [4.246, -0.674, 1.118], [5.785, 0.873, -0.123], [5.078, 1.669, -2.391], [2.882, 0.931, -3.269], [-2.853, -0.480, -4.409], [-1.653, 1.246, -5.814], [0.199, 2.547, -4.753], [0.756, 2.100, -2.362], [1.181, 2.026, 0.360], [0.185, 3.348, 0.953], [0.888, 4.420, 1.590], [1.482, 5.276, 2.082], [-1.162, 3.398, 0.803], [-2.117, 2.164, 0.042], [-1.882, 4.549, 1.276], [-2.480, 5.456, 1.655], [-2.547, -0.974, 5.710], [-1.434, -0.309, 4.113], [-0.162, 0.222, 4.147], [0.165, 0.501, 2.880], [-0.816, 0.183, 2.031], [-1.804, -0.308, 2.763], [0.505, 0.424, 4.966], [0.986, 0.954, 2.480], [-2.714, -0.650, 2.300]],
  "e_tot_ev": -100382.457,
  "orbital_gap_ev": [6.941, 7.119],
  "total_charge": -1,
  "e_lumo_ha": [0.075, 0.075],
  "multiplicity": 4,
  "relative_energy_kcal_mol": 0.0,
  "s_squared": 3.79
}